DFT (the ωB97M-V functional and the def2-TZVPD basis) results for a structure of composition C27H24N8S3Zr.

Calculated values
**HOMO-LUMO gap**: 6.866 eV
**LUMO**: -6.3 eV
**Relative energy (zero: lowest compared OMol25 entry of this formula, charge and spin)**: 0.0 kJ/mol
**Net charge**: +2

Element x y z (Å)
Zr -0.23 0.33 0.40
C -2.61 3.99 1.44
C -1.53 3.14 1.24
N -1.55 2.14 0.36
C -2.67 1.96 -0.39
C -3.82 2.75 -0.22
C -3.77 3.78 0.73
C -4.98 2.48 -1.01
C -4.98 1.50 -1.94
C -3.80 0.73 -2.19
C -3.72 -0.24 -3.20
C -2.52 -0.88 -3.43
C -1.42 -0.56 -2.63
N -1.47 0.32 -1.66
C -2.64 0.97 -1.43
H -2.53 4.79 2.16
H -0.62 3.26 1.81
H -4.64 4.40 0.89
H -5.86 3.08 -0.85
H -5.86 1.30 -2.53
H -4.59 -0.46 -3.80
H -2.43 -1.62 -4.21
H -0.47 -1.05 -2.80
N 0.77 1.90 -1.74
N 2.07 2.39 -1.60
C 2.60 2.56 -0.38
N 3.80 3.11 -0.30
S 1.78 2.09 1.02
H 0.76 1.24 -2.50
H 0.14 2.66 -1.96
H 2.53 2.78 -2.41
H 4.32 3.40 -1.12
H 4.23 3.20 0.60
S -2.97 -3.30 1.31
C -1.99 -2.25 0.69
N -1.22 -1.46 0.21
C -0.84 0.25 2.57
C 0.50 -0.25 2.95
C 1.40 0.57 3.66
C 2.67 0.12 3.96
C 3.09 -1.15 3.56
C 2.21 -1.98 2.88
C 0.93 -1.53 2.57
C 4.42 -1.60 3.83
N 5.49 -1.98 4.00
H -1.11 1.16 3.10
H -1.62 -0.50 2.71
H 1.09 1.55 3.99
H 3.36 0.75 4.52
H 2.52 -2.97 2.60
H 0.25 -2.22 2.09
S 2.05 -0.82 -0.54
C 2.10 -2.45 -1.06
N 3.33 -2.95 -1.37
C 3.54 -4.21 -1.80
C 2.50 -5.08 -1.94
C 1.22 -4.63 -1.60
C 1.02 -3.34 -1.17
H 4.11 -2.32 -1.25
H 4.57 -4.49 -2.00
H 2.67 -6.08 -2.28
H 0.38 -5.31 -1.68
H 0.04 -2.98 -0.87